{
  "formula": "C16H29BrGaMgN2NaO8",
  "method": "ωB97M-V/def2-TZVPD",
  "homo_energy_ev": -6.62,
  "elements": ["N", "Ga", "C", "C", "C", "C", "C", "C", "C", "H", "H", "H", "H", "H", "H", "H", "H", "H", "H", "H", "C", "C", "O", "C", "O", "O", "H", "H", "H", "H", "Mg", "C", "O", "H", "H", "H", "H", "C", "O", "O", "O", "H", "C", "C", "O", "H", "H", "H", "H", "H", "H", "Na", "C", "C", "N", "H", "H", "H", "Br"],
  "coordinates": [[-1.047, -2.949, 2.004], [-0.456, -1.175, 1.618], [-2.086, -0.056, 0.779], [-3.346, -0.758, 1.080], [-3.906, -1.604, 0.134], [-5.063, -2.281, 0.469], [-5.620, -2.105, 1.718], [-5.070, -1.245, 2.652], [-3.917, -0.571, 2.333], [-1.896, -2.955, 2.563], [-1.291, -3.431, 1.145], [-0.166, -0.478, 3.040], [0.764, -1.205, 0.641], [-2.093, 0.932, 1.227], [-1.977, 0.052, -0.303], [-3.452, -1.737, -0.834], [-5.480, -2.956, -0.261], [-6.516, -2.639, 1.990], [-5.477, -1.110, 3.645], [-3.450, 0.097, 3.041], [1.577, 1.328, -1.894], [2.886, 1.197, -2.630], [3.792, 0.818, -1.584], [3.059, 0.241, -0.591], [3.530, -0.322, 0.339], [1.728, 0.402, -0.817], [0.722, 1.064, -2.512], [1.420, 2.329, -1.479], [2.853, 0.412, -3.382], [3.203, 2.128, -3.097], [-2.526, 2.458, 1.178], [0.079, 5.743, 4.169], [-0.536, 4.733, 3.349], [-0.130, 6.717, 3.734], [-0.321, 5.707, 5.180], [1.167, 5.584, 4.202], [-0.354, 3.874, 3.756], [-4.727, -2.531, 6.342], [-4.526, -3.125, 7.417], [-3.600, -2.495, 5.485], [-5.746, -1.974, 5.920], [-2.985, -2.984, 6.051], [1.491, 0.594, -6.963], [2.798, 0.013, -6.432], [2.569, -0.625, -5.181], [1.065, 1.345, -6.187], [1.631, 1.109, -7.911], [0.758, -0.195, -7.099], [3.532, 0.800, -6.268], [3.220, -0.709, -7.142], [1.926, -1.329, -5.319], [1.519, 4.818, 2.252], [6.419, -1.708, -0.666], [7.705, -1.975, -1.296], [8.712, -2.183, -1.790], [5.630, -2.241, -1.192], [6.437, -2.037, 0.371], [6.204, -0.643, -0.695], [-0.636, 1.832, -6.298]]
}